1.
{
  "formula": "C29H56Br6HgN3O3",
  "method": "ωB97M-V/def2-TZVPD",
  "species": ["Hg", "C", "C", "C", "C", "C", "C", "N", "O", "C", "C", "C", "H", "H", "H", "H", "H", "H", "H", "H", "H", "H", "H", "H", "H", "H", "H", "H", "H", "H", "C", "C", "C", "C", "C", "C", "N", "O", "C", "C", "C", "H", "H", "H", "H", "H", "H", "H", "H", "H", "H", "H", "H", "H", "H", "H", "H", "H", "H", "C", "C", "C", "C", "C", "C", "N", "O", "C", "C", "C", "H", "H", "H", "H", "H", "H", "H", "H", "H", "H", "H", "H", "H", "H", "H", "H", "H", "H", "C", "Br", "Br", "Br", "H", "C", "Br", "Br", "Br", "H"],
  "positions_angstrom": [[0.535, -0.018, 1.177], [-2.173, 1.898, -2.402], [-2.450, 2.728, -1.136], [-3.916, 3.200, -1.071], [-4.954, 2.089, -0.846], [-4.645, 1.418, 0.510], [-3.231, 0.813, 0.490], [-2.273, 1.834, 0.038], [-0.915, 1.564, 0.267], [-3.331, -0.437, -0.454], [-2.834, 0.320, 1.852], [-1.637, 4.010, -1.062], [-2.814, 2.262, -3.217], [-2.335, 0.831, -2.322], [-1.174, 2.180, -2.744], [-4.185, 3.708, -2.009], [-4.126, 4.051, -0.417], [-4.903, 1.369, -1.660], [-5.957, 2.510, -0.752], [-5.334, 0.580, 0.629], [-4.695, 2.188, 1.281], [-3.891, -1.168, 0.138], [-2.338, -0.811, -0.714], [-3.839, -0.420, -1.421], [-3.390, -0.546, 2.230], [-2.808, 1.065, 2.645], [-1.841, -0.133, 1.804], [-2.040, 4.807, -0.445], [-1.576, 4.346, -2.106], [-0.574, 3.871, -0.851], [-0.765, -3.169, -0.168], [0.357, -2.849, -1.157], [-0.415, -2.444, -2.472], [0.401, -1.774, -3.557], [1.083, -0.558, -2.939], [1.970, -0.909, -1.703], [1.176, -1.727, -0.785], [1.725, -1.846, 0.551], [2.308, 0.505, -1.184], [3.261, -1.629, -2.142], [1.086, -4.186, -1.531], [-1.494, -2.368, -0.044], [-0.315, -3.377, 0.803], [-1.276, -4.004, -0.650], [-1.450, -2.156, -2.269], [-0.680, -3.386, -2.987], [-0.127, -1.397, -4.436], [1.109, -2.548, -3.864], [0.347, 0.196, -2.654], [1.726, -0.077, -3.685], [3.000, 1.100, -1.780], [2.867, 0.397, -0.242], [1.434, 1.114, -0.937], [3.052, -2.501, -2.756], [3.712, -1.961, -1.205], [3.870, -0.898, -2.674], [1.790, -4.028, -2.345], [0.355, -4.964, -1.740], [1.686, -4.466, -0.660], [1.579, 3.903, 3.822], [1.960, 2.856, 2.761], [3.469, 2.676, 2.600], [4.216, 1.817, 3.587], [3.501, 0.454, 3.731], [2.011, 0.612, 4.004], [1.395, 1.541, 3.031], [-0.044, 1.482, 3.036], [1.844, 1.230, 5.437], [1.365, -0.795, 3.925], [1.430, 3.414, 1.438], [0.555, 3.803, 4.176], [1.755, 4.913, 3.447], [2.275, 3.772, 4.658], [3.998, 3.640, 2.606], [3.661, 2.386, 1.561], [4.442, 2.314, 4.531], [5.193, 1.495, 3.212], [3.994, -0.023, 4.583], [3.629, -0.112, 2.807], [0.997, 1.884, 5.641], [2.729, 1.717, 5.852], [1.637, 0.385, 6.107], [1.587, -1.331, 4.853], [1.970, -1.394, 3.236], [0.300, -0.823, 3.718], [1.896, 4.347, 1.096], [0.381, 3.717, 1.452], [1.547, 2.714, 0.609], [0.519, -2.284, -7.312], [2.375, -1.597, -7.439], [0.482, -4.115, -6.556], [-0.191, -2.183, -9.150], [-0.058, -1.646, -6.657], [-2.098, -6.918, -0.262], [-2.469, -8.758, -0.797], [-0.486, -6.824, 0.860], [-3.610, -6.157, 0.706], [-1.883, -6.307, -1.128]],
  "atomic_forces_ev_per_a": [[-0.71, 0.62, 0.37], [0.07, 1.63, -1.11], [-1.49, -1.68, 1.78], [-1.36, 0.25, -1.25], [0.75, 0.40, 1.14], [0.57, -0.02, -1.16], [-0.37, 0.48, -1.94], [0.16, 1.04, 1.54], [0.73, -0.42, -0.67], [0.28, -0.65, 0.42], [0.71, -1.02, 0.83], [1.28, -0.24, -1.27], [-0.11, -0.08, 0.01], [0.33, 0.02, 0.27], [0.22, -0.70, 0.05], [0.35, -0.34, -0.40], [0.56, -0.45, 0.82], [-0.22, -0.03, -0.04], [-0.07, 0.05, -0.45], [-0.22, 0.20, 0.58], [-0.26, -0.22, 0.25], [0.31, -0.41, -0.16], [0.02, 0.01, 0.41], [-0.23, 0.80, 0.16], [-0.72, 0.29, -0.34], [0.10, 0.28, -0.27], [0.08, 0.43, 0.03], [-0.14, -0.19, 0.17], [-0.39, 0.44, 0.06], [-0.19, -0.39, 0.52], [0.78, 0.26, 0.13], [-0.73, 0.33, -2.50], [-0.97, -2.05, -0.93], [0.39, 1.11, 1.10], [0.70, -0.59, -0.26], [-0.68, 0.23, -1.67], [-0.39, 0.86, 0.91], [-0.81, 1.26, -0.32], [0.72, -0.61, 1.99], [-0.47, 0.52, 0.65], [0.60, 0.90, 1.34], [0.27, 0.06, -0.07], [-0.28, -0.48, 0.01], [-0.21, -0.26, 0.60], [0.38, 1.33, 0.16], [0.12, -0.37, 0.45], [-0.48, -0.49, 0.05], [0.28, 0.37, -0.32], [-0.18, -0.21, 0.14], [0.13, 0.01, 0.07], [-0.28, -0.30, -0.61], [-0.03, 0.00, 0.06], [-0.21, -0.08, -0.38], [0.07, 0.08, -0.15], [0.42, 0.01, -0.19], [0.35, -0.31, -0.03], [-0.22, -0.19, -0.22], [0.12, -0.07, -0.16], [-0.02, -0.27, -0.03], [1.08, -0.07, 0.63], [-0.53, 0.42, 0.11], [1.17, 1.33, -0.55], [-0.10, -1.60, -0.47], [0.11, 1.13, 0.54], [-0.81, 1.58, 1.13], [0.23, -1.68, -1.90], [0.79, -0.38, 0.02], [-0.32, -1.34, 1.03], [1.24, -0.05, 0.37], [-0.59, 0.23, -0.83], [-0.06, -0.14, -0.20], [-0.14, 0.01, -0.10], [-0.28, 0.15, 0.25], [-0.54, 0.34, 0.13], [-0.13, -0.68, 0.13], [-0.46, 0.00, 0.13], [0.15, 0.62, -0.26], [-0.24, -0.59, -0.16], [0.14, -0.10, 0.04], [-0.10, 0.09, -0.79], [0.13, 0.06, -0.35], [0.25, 0.07, 0.19], [-0.36, 0.23, 0.23], [-0.52, 0.06, -0.59], [0.00, 0.16, 0.08], [0.68, -0.13, 0.47], [-0.16, -0.65, 0.37], [-0.07, -0.19, 0.09], [0.95, -0.58, -0.74], [-0.90, -0.35, 0.47], [-0.04, 1.10, -0.54], [-0.06, -0.22, 0.94], [0.04, 0.02, -0.07], [0.25, -0.18, 0.94], [0.14, 0.62, 0.03], [-0.57, -0.14, -0.43], [0.41, -0.18, -0.43], [-0.20, -0.12, -0.09]],
  "spin_multiplicity": 1,
  "total_charge": -1,
  "homo_ev": -3.0,
  "de_lowest_kcal_mol": 40.8,
  "homo_lumo_gap_ev": 4.17,
  "energy_ha": -17125.7883
}

---

2.
{
  "formula": "C29H56BrN2O2",
  "method": "ωB97M-V/def2-TZVPD",
  "species": ["C", "C", "O", "C", "C", "O", "C", "C", "C", "C", "C", "C", "C", "C", "C", "C", "C", "Br", "C", "C", "H", "H", "H", "H", "H", "H", "H", "H", "H", "H", "H", "H", "H", "H", "H", "H", "H", "H", "H", "H", "H", "H", "H", "H", "H", "H", "C", "C", "N", "C", "C", "C", "C", "H", "H", "H", "H", "H", "H", "H", "H", "H", "H", "H", "H", "H", "H", "H", "C", "C", "N", "C", "C", "C", "C", "H", "H", "H", "H", "H", "H", "H", "H", "H", "H", "H", "H", "H", "H", "H"],
  "positions_angstrom": [[0.322, 1.107, 2.209], [0.775, 0.270, 1.012], [-0.364, -0.222, 0.354], [-0.145, -1.401, -0.387], [-1.483, -2.109, -0.526], [-2.024, -2.195, 0.755], [-2.892, -3.336, 0.988], [-3.621, -3.245, 2.301], [-4.901, -2.405, 2.119], [-4.652, -0.962, 1.714], [-4.523, -0.624, 0.356], [-4.202, 0.664, -0.041], [-3.993, 1.657, 0.917], [-3.587, 3.045, 0.486], [-4.153, 1.346, 2.269], [-4.487, 0.051, 2.661], [-2.733, -2.630, 3.343], [-1.056, -3.707, 3.548], [-3.355, -2.593, 4.749], [-2.671, -1.580, 5.674], [0.513, 0.596, 3.145], [-0.744, 1.284, 2.115], [0.861, 2.050, 2.214], [1.363, 0.898, 0.331], [1.410, -0.552, 1.345], [0.286, -1.144, -1.362], [0.505, -2.081, 0.167], [-2.132, -1.501, -1.169], [-1.343, -3.108, -0.947], [-2.267, -4.237, 0.994], [-3.594, -3.414, 0.152], [-5.533, -2.872, 1.366], [-5.493, -2.395, 3.035], [-4.671, -1.410, -0.369], [-4.092, 0.872, -1.097], [-2.631, 3.033, -0.035], [-3.465, 3.694, 1.347], [-4.345, 3.447, -0.182], [-4.009, 2.135, 2.993], [-4.595, -0.186, 3.710], [-2.398, -1.615, 3.111], [-3.232, -3.586, 5.166], [-4.408, -2.355, 4.660], [-3.368, -1.127, 6.379], [-1.898, -2.070, 6.261], [-2.197, -0.777, 5.114], [0.330, 4.854, -3.114], [1.406, 5.312, -2.141], [0.883, 5.703, -0.845], [1.868, 6.362, -0.008], [3.087, 5.554, 0.460], [0.048, 4.712, -0.182], [0.662, 3.338, 0.119], [-0.422, 5.632, -3.258], [0.782, 4.634, -4.082], [-0.172, 3.947, -2.777], [1.907, 6.184, -2.571], [2.169, 4.521, -2.068], [1.354, 6.766, 0.869], [2.231, 7.235, -0.561], [2.835, 4.863, 1.262], [3.846, 6.236, 0.852], [3.543, 4.989, -0.352], [-0.843, 4.558, -0.795], [-0.330, 5.147, 0.747], [1.259, 2.963, -0.713], [-0.130, 2.609, 0.303], [1.287, 3.354, 1.010], [1.777, -4.515, -2.979], [3.229, -4.428, -3.429], [3.682, -3.067, -3.653], [4.973, -2.993, -4.309], [6.204, -3.532, -3.564], [3.480, -2.153, -2.541], [4.141, -2.494, -1.197], [1.115, -4.039, -3.703], [1.485, -5.562, -2.887], [1.616, -4.050, -2.007], [3.327, -4.968, -4.375], [3.854, -4.968, -2.699], [5.157, -1.951, -4.585], [4.887, -3.535, -5.257], [6.538, -2.852, -2.782], [7.034, -3.644, -4.266], [6.019, -4.509, -3.117], [2.405, -2.060, -2.374], [3.798, -1.155, -2.854], [4.052, -3.552, -0.952], [3.653, -1.933, -0.398], [5.196, -2.224, -1.177]],
  "atomic_forces_ev_per_a": [[0.37, -0.25, -0.04], [-0.06, 0.27, 0.17], [0.06, -0.04, -0.02], [-0.40, -0.12, 0.12], [0.00, 0.48, 0.48], [0.05, 0.01, -0.18], [-0.19, -0.40, 0.71], [0.08, 0.28, -0.59], [0.24, 0.28, 0.32], [-0.22, 0.10, -0.22], [-0.05, 0.26, 0.61], [-0.06, -0.47, 0.44], [0.14, 0.15, 0.16], [-0.09, -0.37, 0.12], [0.00, -0.25, -0.66], [0.13, 0.00, -0.42], [-1.19, -0.24, 0.33], [0.34, 0.14, -0.03], [0.71, 0.27, -0.10], [-0.06, -0.19, 0.16], [-0.12, -0.17, 0.16], [-0.17, 0.12, 0.06], [-0.15, -0.09, 0.35], [0.12, -0.16, -0.08], [0.07, -0.18, 0.00], [0.14, -0.19, -0.16], [0.31, 0.05, 0.04], [-0.16, -0.14, -0.23], [0.09, -0.07, -0.29], [0.30, 0.05, -0.26], [-0.14, -0.06, -0.09], [-0.03, -0.12, -0.18], [-0.12, -0.03, 0.08], [0.01, -0.05, -0.20], [0.04, 0.19, -0.11], [0.08, -0.04, -0.17], [-0.11, 0.20, 0.10], [0.01, 0.30, -0.10], [0.02, 0.03, 0.21], [-0.04, 0.00, 0.14], [0.62, -0.05, -0.13], [-0.42, -0.20, 0.09], [-0.19, -0.09, -0.04], [-0.11, 0.02, 0.07], [0.20, 0.03, 0.04], [0.02, 0.13, -0.12], [0.01, 0.00, -0.04], [0.01, -0.14, -0.08], [-0.01, 0.13, 0.07], [0.08, 0.15, 0.03], [0.01, 0.06, 0.09], [-0.12, -0.25, -0.02], [-0.16, 0.28, -0.15], [-0.02, -0.01, 0.05], [0.01, 0.01, 0.00], [0.00, 0.00, 0.00], [0.04, 0.03, 0.08], [0.00, 0.00, -0.02], [-0.05, -0.06, 0.00], [-0.01, -0.04, -0.07], [-0.02, -0.07, -0.04], [-0.01, 0.01, -0.01], [-0.02, -0.01, -0.02], [0.03, 0.04, -0.05], [0.09, 0.10, 0.01], [-0.02, 0.06, -0.05], [0.04, 0.16, -0.11], [0.07, 0.14, -0.23], [0.00, -0.02, 0.00], [-0.09, -0.09, 0.12], [0.07, 0.05, -0.07], [0.07, -0.01, -0.15], [0.07, 0.07, -0.05], [-0.15, 0.11, 0.20], [0.01, 0.13, 0.03], [0.01, 0.05, 0.01], [0.00, 0.00, -0.01], [-0.01, -0.01, 0.00], [0.09, 0.04, -0.03], [-0.01, -0.01, -0.01], [-0.04, 0.03, 0.06], [-0.06, -0.05, 0.03], [-0.04, -0.03, 0.06], [-0.01, 0.00, -0.01], [-0.03, -0.01, 0.01], [0.00, -0.06, -0.03], [0.08, -0.05, -0.10], [-0.02, -0.01, -0.01], [-0.02, -0.01, -0.01], [0.03, -0.09, -0.02]],
  "spin_multiplicity": 1,
  "total_charge": -1,
  "homo_ev": -2.1,
  "homo_lumo_gap_ev": 4.45,
  "energy_ha": -3972.4970
}